Record 1
C39H43AsClN9OSc | the ωB97M-V functional and the def2-TZVPD basis

Atoms and positions in Å:
Sc  -1.1695  0.7918  -0.1271
Cl  -3.4638  -5.6258  -2.9871
C  -2.9196  -4.2537  -2.0991
C  -3.2167  -4.1453  -0.7335
C  -2.7757  -3.0638  -0.0074
C  -2.0295  -2.0325  -0.6037
O  -1.5746  -1.0310  0.1101
C  -1.8039  -2.1061  -2.0030
C  -1.2810  -1.0062  -2.7552
N  -0.9037  0.1422  -2.2814
C  -0.4998  1.1460  -3.1991
C  0.0671  0.9067  -4.4298
C  0.3605  1.9599  -5.3126
C  0.0849  3.2532  -4.9694
C  -0.4502  3.5467  -3.6955
C  -0.7512  4.8613  -3.2765
C  -1.2694  5.0612  -2.0266
C  -1.4504  3.9603  -1.1809
N  -1.1763  2.7160  -1.5237
C  -0.7108  2.4909  -2.7890
C  -2.2391  -3.2394  -2.7221
H  -3.8056  -4.9213  -0.2621
H  -3.0224  -2.9729  1.0434
H  -1.2800  -1.1550  -3.8355
H  0.3049  -0.1033  -4.7393
H  0.7934  1.7351  -6.2776
H  0.2745  4.0640  -5.6606
H  -0.5702  5.6911  -3.9479
H  -1.5355  6.0472  -1.6732
H  -1.8194  4.1167  -0.1745
H  -2.0491  -3.2917  -3.7878
N  0.2619  -1.1901  4.4252
C  -0.4040  -1.1085  3.2683
N  -0.5203  -0.0296  2.5650
C  -0.0143  1.1586  3.0888
N  -0.4524  2.2719  2.6035
N  -1.4144  2.1205  1.6375
C  -2.5995  2.5157  1.8984
C  -3.6441  2.3538  0.8867
C  -4.8628  3.0011  1.0130
C  -5.7893  2.8948  -0.0151
C  -5.4788  2.1063  -1.1101
C  -4.2689  1.4285  -1.1222
N  -3.3577  1.5499  -0.1593
C  0.8871  1.1198  4.2293
C  1.5775  2.2304  4.7216
C  2.3526  2.1159  5.8549
C  2.4298  0.8995  6.5357
C  1.7404  -0.2040  6.0771
C  0.9769  -0.0954  4.9191
H  0.2187  -2.0195  4.9972
H  -0.8856  -2.0123  2.9078
H  -2.8537  2.9710  2.8532
H  -5.0728  3.5902  1.8959
H  -6.7338  3.4190  0.0393
H  -6.1669  2.0004  -1.9365
H  -4.0224  0.7554  -1.9354
H  1.4751  3.1799  4.2127
H  2.8921  2.9743  6.2302
H  3.0280  0.8212  7.4330
H  1.7815  -1.1469  6.6094
C  3.7344  -3.6468  0.4386
C  2.7329  -2.4829  0.6399
N  1.5458  -2.6858  -0.1875
C  1.9350  -2.9219  -1.5759
C  2.7176  -4.2551  -1.7050
N  3.0165  -4.7239  -0.3139
C  1.7366  -5.0861  0.3751
C  0.8080  -3.8464  0.3077
H  4.0953  -4.0498  1.3829
H  4.5952  -3.3424  -0.1546
H  3.1961  -1.5322  0.3783
H  2.4111  -2.4190  1.6803
H  2.5442  -2.0848  -1.9174
H  1.0356  -2.9551  -2.1899
H  3.6541  -4.1343  -2.2460
H  2.1310  -5.0281  -2.1988
H  3.6150  -5.5482  -0.3594
H  1.9705  -5.3631  1.4016
H  1.3038  -5.9456  -0.1327
H  0.4100  -3.6142  1.2951
H  -0.0441  -4.0257  -0.3475
C  2.8573  1.4504  1.4234
As  1.5001  1.5594  0.0072
C  2.6749  1.0725  -1.4923
C  1.6191  3.4998  -0.2090
H  3.8322  1.6695  0.9913
H  2.8833  0.4766  1.9105
H  2.6291  2.2036  2.1718
H  3.4117  1.8588  -1.6471
H  2.1004  0.9384  -2.4081
H  3.2030  0.1459  -1.2692
H  2.6358  3.8208  0.0113
H  0.9334  3.9982  0.4748
H  1.3770  3.7834  -1.2323

Forces on the atoms, in the same order (eV/Å):
Sc -0.22 0.62 -0.08
Cl 0.03 0.00 -0.01
C -0.04 0.00 0.11
C 0.03 -0.08 -0.18
C 0.17 0.26 0.18
C -0.21 -0.66 -0.55
O -0.42 -0.71 0.03
C -0.17 -0.10 0.40
C 0.10 0.21 0.05
N -0.13 -0.20 0.09
C 0.19 0.21 -0.37
C -0.07 -0.11 0.23
C 0.00 0.18 -0.09
C 0.04 -0.05 -0.05
C -0.03 -0.15 0.14
C -0.04 -0.03 0.14
C -0.03 0.13 -0.10
C 0.02 -0.18 0.07
N 0.06 -0.05 -0.02
C 0.04 -0.02 -0.17
C 0.08 0.12 -0.10
H 0.01 0.01 0.02
H 0.03 -0.03 0.00
H 0.06 0.04 -0.01
H -0.03 -0.01 0.02
H 0.00 -0.01 0.00
H 0.03 0.00 0.01
H -0.02 0.01 -0.01
H 0.04 0.01 -0.01
H 0.01 0.01 0.00
H -0.06 -0.02 -0.01
N 0.02 0.02 0.07
C -0.01 -0.07 -0.04
N 0.23 0.30 -0.08
C -0.62 -0.16 -0.17
N 0.44 0.56 0.64
N -0.48 -0.08 -0.18
C 0.19 0.13 0.17
C -0.39 -0.08 -0.14
C 0.16 0.03 0.06
C 0.01 -0.07 -0.11
C -0.08 0.03 0.11
C 0.10 -0.15 -0.09
N 0.01 0.10 0.29
C 0.07 -0.23 0.15
C -0.03 0.02 -0.01
C 0.02 0.09 -0.02
C -0.03 -0.07 -0.04
C -0.01 -0.09 0.02
C 0.07 0.36 -0.05
H -0.06 -0.10 -0.12
H 0.06 -0.03 0.02
H 0.11 0.03 0.02
H 0.02 0.04 -0.03
H -0.01 -0.01 0.01
H 0.00 -0.05 0.01
H 0.02 0.05 -0.03
H 0.01 0.00 -0.01
H -0.02 0.00 0.00
H -0.01 0.00 0.01
H 0.03 0.02 0.02
C 0.12 0.38 0.22
C -0.12 -0.07 -0.10
N -0.04 0.00 -0.02
C 0.06 0.00 0.06
C -0.16 0.20 -0.32
N 0.09 -0.11 -0.04
C -0.38 0.04 0.21
C 0.04 0.10 -0.06
H -0.04 -0.13 -0.05
H 0.00 -0.11 -0.06
H 0.07 -0.04 0.00
H 0.05 -0.01 0.00
H 0.00 -0.01 0.01
H 0.01 -0.03 -0.01
H 0.06 -0.06 0.10
H 0.03 -0.06 0.07
H -0.01 -0.02 -0.02
H 0.13 -0.05 -0.05
H 0.11 -0.05 -0.01
H 0.02 -0.06 0.02
H 0.03 -0.04 -0.04
C -0.32 -0.23 0.07
As 1.45 0.61 -0.20
C -0.26 -0.16 -0.04
C -0.17 0.02 -0.01
H -0.04 0.00 -0.10
H -0.02 -0.01 -0.02
H -0.03 0.02 0.05
H -0.02 0.04 0.07
H 0.02 0.02 0.01
H -0.03 -0.01 0.03
H 0.03 -0.07 0.01
H 0.02 -0.01 0.02
H -0.02 -0.03 0.00

Its HOMO energy is -15.0 eV. Its charge is +3. The calculation puts the HOMO-LUMO gap at 7.34 eV. The LUMO energy comes out at -7.7 eV. The value obtained for the energy relative to the best compared isomer or geometry (same formula, charge and spin) is 11.5 kcal/mol.

Atom charges from the Mulliken analysis, given in e for atoms 1 to 6: atom 1 (Sc): -0.95, atom 2 (Cl): -0.16, atom 3 (C): -0.12, atom 4 (C): -0.68, atom 5 (C): -0.51, atom 6 (C): -0.29

Record 2
C39H43Cl2F5O4 | the ωB97M-V functional and the def2-TZVPD basis

Atoms and positions in Å:
C  -4.6323  -1.9671  -5.9658
C  -3.4767  -2.9484  -6.1495
O  -3.5456  -4.0308  -5.2065
C  -2.9139  -3.7967  -4.0508
C  -3.0038  -4.9499  -3.0058
O  -2.4075  -2.7014  -3.8292
H  -4.4576  -1.1520  -6.7257
H  -4.4277  -1.6425  -4.9590
H  -5.6270  -2.3702  -6.1448
H  -3.5692  -3.4253  -7.0854
H  -2.5032  -2.4136  -6.0259
H  -3.9864  -4.9159  -2.5270
H  -2.2646  -4.8406  -2.1742
H  -3.0340  -5.9171  -3.4858
C  3.0874  -1.0428  -1.0976
C  3.9726  -1.1094  0.0927
O  3.4438  -1.7733  1.2668
C  3.3071  -3.1170  1.1198
C  2.6776  -3.8089  2.3739
O  3.5949  -3.6618  0.0650
H  2.6686  -1.9667  -1.5145
H  3.7056  -0.5624  -1.8434
H  2.2757  -0.3715  -0.9676
H  4.7892  -1.7139  -0.2090
H  4.4021  -0.1738  0.4646
H  1.5715  -3.7337  2.5455
H  3.1582  -3.3958  3.2690
H  3.0296  -4.8623  2.3289
F  1.7791  2.1331  0.7925
C  3.0228  2.5318  1.2405
C  3.3729  2.4337  2.5934
C  4.6084  2.9744  3.0126
C  5.5083  3.4773  2.1046
C  5.1540  3.5465  0.7435
C  3.8534  3.1406  0.3211
H  2.6889  2.0733  3.3220
H  4.8365  2.9497  4.0650
H  6.4527  3.8493  2.4756
H  5.7908  4.0371  0.0058
H  3.5641  3.1966  -0.6947
F  -1.9607  2.8833  3.0373
C  -1.4930  3.8406  2.1628
C  -0.1381  4.1431  2.2758
C  0.3994  5.0215  1.3573
C  -0.3803  5.5807  0.3682
C  -1.7537  5.2483  0.2869
C  -2.3607  4.3847  1.2081
H  0.4640  3.7163  3.0394
H  1.3742  5.4179  1.5049
H  0.0874  6.2627  -0.3315
H  -2.3931  5.6203  -0.5710
H  -3.4191  4.0309  1.1567
F  -7.0798  -2.1996  -2.0780
C  -6.2842  -2.9065  -1.2342
C  -5.2263  -2.2351  -0.6328
C  -4.4033  -2.9829  0.1592
C  -4.6203  -4.3377  0.3712
C  -5.5492  -5.0267  -0.3370
C  -6.4632  -4.2673  -1.0711
H  -5.1037  -1.1747  -0.6701
H  -3.5405  -2.4763  0.6037
H  -4.0160  -4.8634  1.0710
H  -5.7221  -6.0919  -0.1784
H  -7.2434  -4.6803  -1.7440
F  4.0877  0.3855  7.9392
C  3.1445  0.3650  6.9452
C  2.0948  1.2298  7.1023
C  1.2126  1.3795  6.0754
C  1.3828  0.6331  4.9060
C  2.4644  -0.1959  4.7747
C  3.3666  -0.3315  5.8500
H  1.9056  1.6373  8.0580
H  0.3825  2.0183  6.2930
H  0.6228  0.6827  4.1318
H  2.6110  -0.7466  3.7853
H  4.2306  -0.9017  5.7948
F  1.4570  3.9273  -2.4180
C  1.0103  2.7998  -3.0113
C  -0.2355  2.3301  -2.7651
C  -0.6138  1.1244  -3.2992
C  0.1775  0.5834  -4.2914
C  1.3545  1.1160  -4.6882
C  1.7961  2.2763  -4.0407
H  -0.8571  2.8182  -2.1227
H  -1.5583  0.7112  -2.9208
H  -0.1731  -0.3503  -4.7083
H  1.9877  0.6161  -5.4038
H  2.7338  2.7018  -4.2268
Cl  -2.4709  0.5763  -0.0326
C  -0.7589  0.5355  0.3611
Cl  -0.2945  -0.8494  1.2670
H  -0.2636  0.6481  -0.6082
H  -0.4377  1.3932  0.9578

Forces on the atoms, in the same order (eV/Å):
C 1.39 0.41 -0.90
C -0.05 0.67 0.21
O 0.22 -0.54 0.39
C 0.24 1.08 1.42
C -0.13 1.02 -0.20
O -0.24 -1.54 0.19
H -0.25 -0.53 0.99
H -0.83 0.80 0.36
H 0.13 -0.21 0.30
H 0.29 -0.59 -1.17
H -0.85 -0.55 -0.26
H -0.05 0.47 -0.06
H -0.40 -0.11 -1.10
H 0.59 -0.26 -0.18
C -0.45 0.52 -0.61
C 0.54 -0.76 0.84
O -0.46 -0.55 0.28
C -1.03 -0.01 -0.82
C 1.08 -0.20 -0.19
O -0.27 0.06 1.79
H 0.56 0.03 0.47
H 0.16 0.00 -0.58
H -0.97 0.70 0.33
H 1.13 -0.52 -0.22
H -0.61 0.09 -0.23
H 1.05 0.04 -0.76
H -0.15 0.14 -0.17
H -0.67 0.56 -0.07
F 0.98 0.02 0.57
C -0.26 0.33 0.48
C 0.53 0.96 -0.88
C -1.21 -0.98 -0.30
C -0.04 0.27 -1.04
C -1.25 0.20 0.17
C 1.85 -0.36 1.18
H -0.45 -0.39 0.30
H 0.09 -0.02 0.17
H 0.11 0.06 -0.24
H 0.00 -0.30 0.28
H -0.31 0.21 -0.86
F -0.02 0.68 -0.52
C 0.01 -0.69 0.42
C -1.17 0.16 -0.66
C -0.56 0.60 0.32
C -1.21 -0.26 -0.30
C -0.52 0.30 -1.10
C 0.54 -0.60 0.16
H 0.25 -0.38 0.59
H 0.93 -0.17 -0.08
H -0.26 -0.02 -0.06
H 0.95 -0.26 1.19
H 1.11 0.53 0.01
F -0.06 -0.42 0.38
C 0.57 0.30 -0.05
C -0.80 -0.36 0.00
C 0.94 0.23 0.72
C 1.21 0.21 0.18
C -2.03 0.04 0.20
C -0.73 -0.08 -2.09
H 0.05 0.45 -0.47
H -0.39 -0.28 0.14
H 0.63 -0.30 0.34
H 0.17 0.28 -0.20
H 0.48 -0.09 0.84
F -0.36 -0.49 -0.21
C 0.81 1.80 2.51
C -0.29 -0.38 0.09
C -0.20 -0.41 0.04
C -0.86 0.47 -0.10
C 0.55 -1.18 -1.12
C -0.81 -0.54 -2.74
H 0.06 0.76 0.78
H -0.57 0.22 -0.50
H 0.21 0.09 -0.09
H -0.07 0.69 1.60
H 1.44 -1.13 -0.29
F -0.09 0.06 0.29
C 1.26 0.68 -2.02
C 0.78 -1.07 -0.03
C -0.64 0.40 -0.14
C -1.78 -2.21 0.16
C 1.34 1.34 0.46
C -1.09 -0.96 0.90
H -1.52 1.34 1.94
H 0.45 -0.16 -0.65
H 0.12 -0.14 -0.20
H -0.05 0.08 -0.24
H 1.20 0.60 -0.37
Cl -0.48 0.13 0.17
C 0.57 1.55 -0.62
Cl 0.34 -1.06 0.29
H 0.21 -0.60 0.34
H -0.63 0.01 -0.12

Its HOMO energy is -9.3 eV. Its charge is 0. Its SMILES is CCOC(C)=O.CCOC(C)=O.Fc1ccccc1.Fc1ccccc1.Fc1ccccc1.Fc1ccccc1.Fc1ccccc1.ClCCl. The calculation puts the HOMO-LUMO gap at 9.93 eV. The LUMO energy comes out at 0.6 eV.

Atom charges from the Mulliken analysis, given in e for atoms 1 to 6: atom 1 (C): -0.96, atom 2 (C): -0.20, atom 3 (O): -0.39, atom 4 (C): 0.77, atom 5 (C): -0.66, atom 6 (O): -0.56

Record 3
C39H44AsClInN2O2P2 | the ωB97M-V functional and the def2-TZVPD basis

Atoms and positions in Å:
In  1.0000  -0.0648  -0.8461
O  3.5599  -3.3430  -0.8843
C  3.1065  -2.2252  -1.0917
O  1.8183  -1.9680  -1.1614
C  3.9958  -1.0200  -1.3533
C  5.2747  -1.2878  -1.8229
C  6.0093  -0.2318  -2.4007
C  5.4102  0.9608  -2.4633
C  4.1851  1.1767  -1.8213
N  3.4327  0.1845  -1.3702
H  5.5344  -2.3238  -1.9346
H  7.0096  -0.3778  -2.7734
H  5.9001  1.8582  -2.9107
H  3.7085  2.1409  -1.9818
C  1.0972  -0.8354  3.9239
P  1.8554  -0.8550  2.2691
C  2.6976  -2.4917  2.3078
C  3.2051  0.4184  2.1280
C  4.5001  0.1934  2.6873
C  5.5100  1.1513  2.5095
C  5.2902  2.2428  1.6963
C  3.9821  2.4998  1.2735
C  2.9488  1.5559  1.4459
P  1.3309  1.9071  0.6851
C  0.2427  2.2244  2.1107
C  1.5552  3.4717  -0.1582
H  1.3459  -1.8153  4.3686
H  -0.0102  -0.7809  3.8876
H  1.5456  -0.1996  4.6450
H  3.0579  -2.8186  3.2907
H  3.4738  -2.5285  1.4744
H  1.8766  -3.1663  1.9990
H  4.7121  -0.7602  3.2635
H  6.4415  0.9381  2.9416
H  6.1290  2.8906  1.3890
H  3.8344  3.3182  0.5616
H  0.5117  3.0914  2.6474
H  0.2272  1.3832  2.8161
H  -0.8079  2.3201  2.0058
H  1.9203  4.2759  0.5954
H  0.6891  3.7873  -0.7345
H  2.4341  3.2720  -0.7961
C  -4.2834  3.7371  -1.5102
C  -2.7769  3.6950  -1.8719
C  -2.0258  4.9934  -1.4847
C  -2.5337  3.3430  -3.3764
C  -2.2167  2.5935  -1.0393
N  -1.6286  1.8324  -0.3888
H  -4.7083  4.6387  -1.8512
H  -4.4227  3.6776  -0.4116
H  -4.8069  2.8700  -1.9923
H  -2.4374  5.8075  -2.1308
H  -0.9272  5.0539  -1.7108
H  -2.0298  5.2905  -0.4190
H  -2.7908  4.2640  -3.9218
H  -2.9454  2.4232  -3.7224
H  -1.4547  3.1282  -3.5247
C  -5.1406  0.0688  -2.6215
C  -3.9524  -0.2928  -3.2767
C  -2.8341  -0.7343  -2.5927
C  -2.9819  -0.9506  -1.1816
C  -4.1855  -0.5620  -0.5293
C  -5.3087  -0.1018  -1.2583
As  -1.3318  -1.6307  -0.3343
C  -1.4426  -3.5253  -0.7185
C  -0.3042  -4.3769  -0.5968
C  -0.4563  -5.7375  -0.8325
C  -1.6781  -6.2537  -1.1734
C  -2.7748  -5.3844  -1.2922
C  -2.6783  -4.0582  -0.9981
C  -1.8164  -1.5877  1.5607
C  -1.9330  -2.6625  2.3901
C  -2.3169  -2.4401  3.7418
C  -2.6024  -1.1358  4.1321
C  -2.4425  -0.0845  3.2573
C  -2.0585  -0.3092  1.9853
H  -5.9766  0.4314  -3.1971
H  -3.6608  -0.2079  -4.4039
H  -1.9566  -1.1053  -3.0838
H  -4.0648  -0.5895  0.5774
H  -6.1989  0.1031  -0.7768
H  0.6348  -4.0081  -0.3840
H  0.3862  -6.4477  -0.8793
H  -1.8534  -7.2505  -1.5485
H  -3.7311  -5.8167  -1.6176
H  -3.5793  -3.4646  -1.0802
H  -1.8281  -3.6851  1.9696
H  -2.3902  -3.2567  4.4866
H  -2.9320  -0.9702  5.1663
H  -2.7635  0.8584  3.6270
H  -2.0405  0.5532  1.3098
Cl  0.6409  1.0987  -2.8892

Forces on the atoms, in the same order (eV/Å):
In -0.15 -0.59 -0.29
O -0.12 1.16 -0.25
C -0.71 -0.61 0.29
O 0.42 0.06 0.37
C 0.44 -1.30 -0.63
C -0.26 0.76 -0.62
C 0.32 -2.42 0.65
C -0.23 3.43 0.54
C -0.43 0.03 -1.72
N 0.14 0.28 0.68
H 0.44 -0.19 0.39
H 0.04 -0.18 -0.27
H -0.39 -0.95 0.34
H 0.01 -0.07 0.44
C -0.52 -1.42 0.30
P 0.34 -0.08 -0.93
C 0.18 0.08 -1.37
C 0.80 -2.62 2.19
C -0.41 -0.10 0.17
C -1.40 -1.45 -0.27
C -0.51 0.83 -0.11
C 0.73 -0.27 -1.25
C 0.27 2.53 -0.66
P -0.60 -0.11 1.06
C -0.16 -1.45 0.61
C 1.52 1.17 0.93
H -0.33 0.09 -0.35
H 0.78 0.29 0.05
H 0.17 1.25 0.41
H 0.19 0.24 -0.32
H -0.85 -0.17 1.30
H 0.49 0.02 0.15
H -0.33 1.37 -0.76
H 1.29 -0.06 0.38
H -0.66 -0.23 0.36
H 0.13 -0.13 0.68
H 0.94 1.07 0.57
H 0.71 0.05 -0.14
H -0.97 0.25 -1.30
H -0.95 -1.21 -1.21
H 0.08 -0.10 0.05
H -0.68 0.38 -0.22
C 0.37 -1.48 0.33
C 0.19 -1.12 0.36
C 0.74 1.15 -0.60
C 1.69 1.20 0.94
C 1.34 -0.40 0.42
N -0.89 0.94 -0.92
H -0.60 1.11 -0.51
H 0.03 0.04 -0.61
H 0.45 0.77 0.51
H 0.05 -0.43 0.77
H -0.89 -0.80 -0.21
H -0.73 -0.31 -0.46
H -0.15 -0.70 -0.28
H -1.19 -0.35 -0.12
H -0.35 0.58 0.16
C -0.04 -0.41 -0.69
C 1.67 0.50 -2.12
C -1.56 -1.10 2.53
C -0.23 1.03 -1.06
C 1.69 -0.47 0.30
C 3.36 -0.76 -0.39
As -0.60 0.06 0.33
C 1.72 -0.26 0.65
C -2.69 -0.12 -0.59
C 0.93 -0.76 -0.20
C -1.60 0.89 -1.01
C -0.38 -2.01 0.04
C -0.55 0.41 -0.43
C 0.58 0.14 -1.71
C -0.45 -1.47 1.07
C 0.21 -0.27 -0.46
C 0.16 -1.20 1.18
C -0.98 -0.09 1.48
C 0.00 1.55 -0.78
H -0.10 0.05 -0.20
H -1.65 0.16 1.91
H 0.38 0.24 -0.39
H -1.06 -0.10 -0.87
H -1.67 0.55 0.86
H 1.85 0.95 0.34
H -0.18 0.77 0.38
H 0.41 -0.31 0.39
H 0.38 0.33 0.22
H 0.14 0.27 0.04
H 0.14 0.73 0.54
H -0.03 0.48 -0.78
H 0.13 0.06 -0.51
H 0.07 0.97 -0.05
H 0.24 -0.57 0.07
Cl -0.13 -0.03 -0.11

Its HOMO energy is -11.0 eV. Its charge is +1. The calculation puts the HOMO-LUMO gap at 8.75 eV. The LUMO energy comes out at -2.3 eV. The value obtained for the energy relative to the best compared isomer or geometry (same formula, charge and spin) is 53.3 kcal/mol.

Atom charges from the Mulliken analysis, given in e for atoms 1 to 6: atom 1 (In): 1.30, atom 2 (O): -0.67, atom 3 (C): 0.10, atom 4 (O): -0.53, atom 5 (C): 0.94, atom 6 (C): -0.88

Number 1: F_max 1.58 eV Å⁻¹. Number 2: F_max 3.19 eV Å⁻¹. Number 3: F_max 3.51 eV Å⁻¹.